No. 1
{
  "formula": "C4H9NO2S",
  "method": "ωB97M-V/def2-TZVPD",
  "lumo_energy_ev": 0.55,
  "homo_lumo_gap_ev": 9.516,
  "elements": ["O", "C", "C", "C", "S", "N", "C", "O", "H", "H", "H", "H", "H", "H", "H", "H", "H"],
  "coordinates": [[0.246, 1.711, 0.768], [0.593, 0.581, 0.491], [-0.012, -0.188, -0.649], [-1.072, 0.572, -1.430], [-2.724, 0.421, -0.782], [1.507, -0.001, 1.352], [2.143, -1.325, 1.360], [2.174, -1.901, 0.084], [-0.408, -1.153, -0.336], [0.840, -0.308, -1.330], [-0.764, 1.602, -1.609], [-1.001, 0.101, -2.416], [-3.355, 0.600, -1.931], [1.713, 0.616, 2.112], [1.542, -1.988, 1.988], [3.136, -1.205, 1.788], [2.547, -1.241, -0.521]],
  "forces_ev_per_angstrom": [[-0.2, 0.5, -0.5], [-0.4, -0.1, 1.8], [0.5, 0.5, -0.2], [1.1, -0.1, -1.2], [-0.3, 0.0, 0.7], [0.2, -0.5, -1.0], [-1.0, 0.4, 0.0], [0.3, 0.3, -0.1], [0.4, -0.2, 0.0], [-0.3, -0.5, -0.1], [-0.1, 0.1, 0.4], [-0.6, 0.0, 0.1], [-0.2, 0.0, -0.3], [0.2, 0.2, 0.3], [0.2, -0.2, -0.1], [0.1, 0.0, 0.1], [0.1, -0.3, 0.2]],
  "nbo_charge": [-0.614, 0.673, -0.501, -0.532, -0.015, -0.658, 0.111, -0.697, 0.247, 0.220, 0.231, 0.215, 0.120, 0.406, 0.168, 0.161, 0.466]
}

=====

No. 2
{
  "formula": "C15H15LuN5O5S5",
  "method": "ωB97M-V/def2-TZVPD",
  "lumo_energy_ev": 1.90,
  "homo_lumo_gap_ev": 5.601,
  "total_charge": -1,
  "elements": ["Lu", "O", "C", "C", "N", "C", "C", "O", "O", "C", "C", "O", "O", "H", "H", "H", "H", "H", "H", "H", "H", "H", "S", "C", "S", "C", "C", "S", "S", "S", "N", "C", "C", "N", "C", "C", "N", "C", "C", "N", "H", "H", "H", "H", "H", "H"],
  "coordinates": [[-0.368, 0.016, 0.486], [-0.895, -2.027, -1.136], [0.005, -3.117, -1.051], [0.421, -3.416, 0.394], [0.968, -2.222, 1.031], [2.336, -1.941, 0.580], [2.376, -1.005, -0.671], [3.341, -1.079, -1.419], [1.402, -0.201, -0.759], [0.944, -2.302, 2.497], [1.041, -0.830, 2.996], [1.960, -0.488, 3.729], [0.120, -0.094, 2.532], [-1.696, -2.271, -0.603], [0.881, -2.838, -1.643], [-0.456, -4.017, -1.480], [1.144, -4.249, 0.394], [-0.469, -3.714, 0.957], [2.904, -2.861, 0.381], [2.858, -1.378, 1.364], [1.766, -2.915, 2.890], [-0.017, -2.700, 2.840], [-7.318, -0.307, -2.083], [-5.913, -0.207, -1.239], [-5.007, 1.268, -1.061], [-3.723, 0.632, -0.027], [-3.789, -0.698, 0.238], [-2.641, -1.588, 1.178], [-5.173, -1.559, -0.440], [-2.545, 1.732, 0.577], [2.476, 3.411, 0.106], [2.985, 3.017, 1.314], [2.094, 2.120, 1.831], [1.064, 1.958, 0.962], [1.310, 2.735, -0.079], [0.436, 2.769, -1.220], [-0.441, 1.810, -1.475], [-1.111, 2.195, -2.588], [-0.643, 3.402, -3.023], [0.347, 3.760, -2.152], [2.943, 4.015, -0.552], [3.915, 3.390, 1.694], [2.129, 1.568, 2.754], [-1.888, 1.586, -3.006], [-0.920, 4.007, -3.862], [0.844, 4.634, -2.156]],
  "forces_ev_per_angstrom": [[-1.0, -0.2, -0.7], [-0.2, 0.1, 0.1], [0.3, -0.1, 0.1], [-0.3, 0.1, -0.3], [0.0, -0.1, 0.3], [0.1, 0.5, -0.6], [0.8, -0.9, 0.5], [0.0, 0.0, 0.0], [-0.4, 0.4, -0.2], [0.0, 0.5, 0.2], [0.7, -1.3, 0.6], [0.0, 0.1, 0.1], [-0.3, 0.6, 0.1], [0.2, 0.3, -0.1], [-0.1, -0.1, -0.1], [0.2, 0.1, 0.0], [-0.1, 0.1, 0.1], [0.1, 0.0, -0.1], [-0.1, 0.2, 0.0], [0.0, -0.1, -0.1], [-0.1, 0.1, 0.0], [0.1, 0.0, -0.1], [-0.4, 0.0, -0.3], [0.5, 0.0, 0.3], [0.0, -0.7, 0.3], [-0.4, -0.5, -0.1], [-0.4, 0.3, -0.4], [0.2, -0.3, 0.4], [0.1, 0.7, -0.1], [0.2, 0.4, 0.4], [-0.3, 0.0, -0.4], [0.0, -0.2, 0.4], [0.4, 0.2, 0.2], [-0.4, 0.4, -0.9], [0.4, 0.0, 0.6], [-0.5, -0.2, -0.7], [1.1, 0.2, 0.4], [0.0, 0.2, -0.2], [-0.2, -0.3, -0.2], [0.2, 0.0, 0.4], [-0.1, -0.1, 0.0], [0.1, 0.1, 0.0], [0.0, -0.1, 0.1], [-0.2, -0.1, -0.1], [0.0, 0.1, -0.1], [-0.1, -0.1, 0.0]],
  "nbo_charge": [1.760, -0.761, -0.069, -0.243, -0.477, -0.359, 0.795, -0.681, -0.840, -0.324, 0.799, -0.678, -0.828, 0.504, 0.195, 0.173, 0.179, 0.217, 0.199, 0.237, 0.188, 0.223, -0.167, -0.560, 0.437, -0.405, -0.424, -0.377, 0.444, -0.335, -0.502, -0.093, -0.060, -0.490, 0.335, 0.297, -0.425, -0.050, -0.089, -0.505, 0.415, 0.217, 0.268, 0.229, 0.215, 0.412]
}

=====

No. 3
{
  "formula": "C5H14NS",
  "method": "ωB97M-V/def2-TZVPD",
  "lumo_energy_ev": [0.84, 0.73],
  "spin_multiplicity": 2,
  "homo_lumo_gap_ev": [4.307, 9.511],
  "elements": ["C", "C", "C", "C", "S", "C", "N", "H", "H", "H", "H", "H", "H", "H", "H", "H", "H", "H", "H", "H", "H"],
  "coordinates": [[2.327, -1.424, 0.190], [0.952, -0.891, -0.141], [0.827, 0.621, -0.230], [-0.579, 1.175, -0.339], [-1.731, 0.367, 0.805], [-2.774, 1.758, 1.358], [0.283, -1.611, -1.314], [3.133, -1.281, -0.523], [2.251, -2.472, 0.482], [2.561, -0.975, 1.166], [0.333, -1.178, 0.683], [1.233, 0.965, 0.719], [1.512, 1.020, -0.983], [-0.599, 2.252, -0.169], [-0.940, 1.047, -1.364], [-3.758, 1.335, 1.537], [-2.902, 2.562, 0.631], [-2.255, 2.174, 2.211], [0.894, -2.274, -1.822], [-0.529, -2.190, -0.939], [-0.238, -0.981, -1.959]],
  "forces_ev_per_angstrom": [[-0.2, -0.2, 1.0], [-0.3, 0.0, -0.6], [0.8, 0.1, 0.4], [-0.2, 0.1, -0.7], [-0.2, 0.1, -0.2], [0.5, 0.0, -0.5], [-0.6, 0.0, 0.7], [-0.1, 0.2, -0.1], [0.0, -0.2, -0.5], [0.4, 0.3, -0.3], [-0.4, -0.2, 0.6], [0.1, 0.1, 0.3], [-0.3, 0.1, -0.2], [0.2, -0.1, 0.2], [-0.2, -0.1, 0.0], [0.1, 0.1, 0.5], [0.2, -0.3, -0.3], [-0.5, 0.1, 0.5], [0.1, 0.2, -0.3], [0.2, -0.3, 0.0], [0.5, 0.1, -0.4]],
  "lowdin_spin": [0.047, 0.070, 0.030, 0.037, 0.115, 0.010, 0.201, 0.009, 0.017, 0.005, 0.019, 0.003, 0.009, 0.001, 0.025, 0.000, 0.000, 0.001, 0.124, 0.156, 0.119]
}

=====

No. 4
{
  "formula": "C27H29BCl5N7OOs",
  "method": "ωB97M-V/def2-TZVPD",
  "lumo_energy_ev": [-9.23, -9.22],
  "homo_lumo_gap_ev": [4.520, 4.539],
  "total_charge": 2,
  "elements": ["Os", "C", "C", "C", "C", "C", "N", "N", "B", "N", "N", "C", "C", "C", "C", "C", "N", "N", "C", "C", "C", "C", "C", "H", "H", "H", "H", "H", "H", "H", "H", "H", "H", "H", "H", "H", "H", "H", "H", "H", "H", "H", "H", "H", "H", "Cl", "C", "C", "Cl", "C", "Cl", "C", "O", "C", "Cl", "C", "Cl", "N", "C", "C", "C", "C", "C", "C", "H", "H", "H", "H", "H", "H", "H"],
  "coordinates": [[-0.287, -0.020, 0.031], [-0.981, 3.453, -0.914], [-0.042, 3.128, 0.187], [0.645, 4.051, 0.958], [1.356, 3.321, 1.908], [2.254, 3.861, 2.947], [1.079, 2.021, 1.708], [0.237, 1.890, 0.655], [1.577, 0.806, 2.526], [0.326, -0.025, 2.913], [-0.589, -0.423, 1.991], [-1.571, -1.092, 2.642], [-2.793, -1.658, 2.008], [-1.259, -1.131, 3.990], [-0.049, -0.451, 4.129], [0.691, -0.228, 5.386], [2.484, -0.052, 1.638], [1.979, -0.750, 0.601], [2.971, -1.440, 0.031], [2.766, -2.329, -1.138], [4.151, -1.176, 0.721], [3.810, -0.281, 1.734], [4.714, 0.338, 2.726], [-0.863, 4.500, -1.178], [-2.013, 3.309, -0.596], [-0.795, 2.851, -1.797], [0.635, 5.115, 0.851], [2.250, 4.946, 2.897], [3.274, 3.510, 2.802], [1.938, 3.545, 3.939], [2.139, 1.163, 3.489], [-2.982, -1.217, 1.033], [-3.650, -1.455, 2.649], [-2.719, -2.744, 1.919], [-1.831, -1.591, 4.770], [0.146, -0.694, 6.202], [0.790, 0.835, 5.594], [1.688, -0.657, 5.334], [2.369, -3.295, -0.816], [3.710, -2.511, -1.645], [2.080, -1.852, -1.834], [5.120, -1.572, 0.504], [5.722, -0.043, 2.583], [4.394, 0.122, 3.744], [4.745, 1.420, 2.597], [-4.206, 1.862, -5.927], [-3.050, 1.407, -4.774], [-3.432, 1.196, -3.433], [-5.061, 1.394, -2.952], [-2.476, 0.839, -2.501], [-2.926, 0.646, -0.867], [-1.102, 0.658, -2.831], [-0.210, 0.383, -1.962], [-0.759, 0.850, -4.207], [0.875, 0.647, -4.649], [-1.706, 1.239, -5.149], [-1.237, 1.540, -6.764], [-0.667, -2.187, -0.568], [-1.329, -2.464, -1.818], [-2.719, -2.478, -1.896], [-3.347, -2.738, -3.101], [-2.596, -2.991, -4.237], [-1.213, -3.015, -4.156], [-0.580, -2.744, -2.957], [0.263, -2.613, -0.588], [-1.191, -2.619, 0.197], [-3.321, -2.313, -1.017], [-4.425, -2.765, -3.145], [-3.087, -3.196, -5.176], [-0.619, -3.262, -5.023], [0.498, -2.771, -2.914]],
  "forces_ev_per_angstrom": [[0.8, -0.7, -1.0], [0.0, -0.1, -0.1], [0.0, 0.4, 0.4], [0.1, -0.6, -0.1], [-0.5, 0.0, -0.5], [0.1, -0.2, 0.3], [0.6, 0.3, 0.5], [-0.7, -0.8, -0.6], [-0.3, -0.1, -0.7], [0.5, -0.3, 0.7], [0.3, 0.3, -1.2], [-0.4, 0.0, 0.8], [0.1, 0.1, 0.0], [0.0, 0.0, -0.7], [-0.3, 0.0, -0.4], [0.1, 0.2, 0.0], [0.5, 0.1, 0.4], [-2.6, 0.9, -0.6], [0.2, 0.2, 0.0], [-0.1, 0.0, 0.0], [-0.6, 0.3, 0.2], [-0.1, -0.6, -0.7], [0.0, 0.2, 0.2], [0.0, 0.0, -0.1], [0.0, 0.0, 0.0], [0.0, 0.1, -0.1], [0.0, 0.3, -0.1], [0.0, 0.0, 0.0], [0.1, 0.0, 0.0], [0.0, 0.1, 0.1], [0.2, 0.1, 0.3], [-0.1, -0.1, -0.1], [0.0, 0.0, -0.1], [0.0, 0.0, -0.1], [-0.1, -0.1, 0.1], [0.0, 0.0, 0.1], [0.0, 0.1, 0.1], [0.1, 0.0, 0.0], [0.0, 0.0, -0.1], [0.0, 0.0, 0.0], [0.0, 0.0, -0.2], [0.3, -0.1, 0.0], [0.0, 0.0, 0.0], [0.1, 0.0, 0.1], [0.0, 0.1, 0.1], [0.0, 0.0, 0.1], [0.2, -0.1, 0.2], [0.1, 0.0, -0.1], [0.0, 0.0, 0.0], [0.5, -0.1, -0.6], [0.8, -0.2, 1.1], [-1.8, 0.1, -1.6], [1.8, -0.4, 2.7], [0.2, 0.1, 0.4], [0.0, -0.1, 0.1], [0.0, 0.0, 0.1], [0.0, -0.1, 0.1], [0.1, 0.8, 0.8], [-0.5, -0.2, -0.9], [0.3, 0.0, 0.2], [0.1, 0.0, -0.1], [0.0, 0.0, -0.1], [-0.1, 0.1, -0.1], [0.0, 0.1, 0.4], [-0.2, 0.1, 0.2], [0.2, 0.0, -0.2], [-0.1, 0.0, 0.2], [-0.1, 0.0, 0.0], [0.0, -0.1, -0.1], [0.0, 0.0, -0.1], [0.1, 0.0, 0.0]],
  "lowdin_charge": [1.545, -0.007, -0.277, 0.060, -0.222, 0.012, 0.040, -0.077, -0.481, 0.049, -0.110, -0.283, -0.020, 0.066, -0.215, 0.016, 0.022, 0.040, -0.311, -0.015, 0.056, -0.234, 0.006, 0.102, 0.078, 0.064, 0.130, 0.099, 0.091, 0.096, 0.121, 0.009, 0.107, 0.102, 0.135, 0.099, 0.101, 0.102, 0.095, 0.101, 0.057, 0.126, 0.097, 0.092, 0.088, 0.799, -0.678, -0.689, 0.765, -0.585, 0.850, -0.479, -0.235, -0.587, 0.804, -0.685, 0.768, 0.016, -0.308, -0.062, -0.052, -0.051, -0.047, -0.029, 0.083, 0.098, 0.096, 0.120, 0.118, 0.121, 0.101]
}

=====

For each record above, in turn, the calculated calculated total energy values are -20713.9838; -121292.2648; -17734.0150; -106691.7115 eV.
For each record above, in turn, the calculated ΔE to the lowest compared entry with this formula, charge and spin values are 1.0491; 0.4960; 2.0975; 1.0685 eV.